# 1
# C6H14O2

A 2-piece molecular cluster, C6H14O2 overall (ωB97M-V/def2-TZVPD, OMol25).

LUMO energy, Ha: 0.0334
Orbital gap, hartree: 0.40302
Relative energy (zero: lowest compared OMol25 entry of this formula, charge and spin), kcal/mol: 22.1
Highest occupied orbital energy, eV: -10.1
Calculated total energy, eV: -10543.656
SMILES string: CCCCCC=O.O
Spin multiplicity: 1
Total charge: 0
Maximum force, eV Å⁻¹: 1.1

XYZ file:
```
22
Properties=species:S:1:pos:R:3:forces:R:3
O -1.399 0.144 -1.962 0.3 0.0 0.1
C -0.651 0.912 1.072 0.5 -0.2 -0.4
H 0.405 -2.203 2.024 0.5 -0.1 0.3
H 0.029 1.326 1.804 -0.1 0.2 0.3
H -1.453 -0.893 1.848 0.0 -0.3 0.6
C -0.163 1.406 -0.309 -0.8 -0.3 -0.4
C -1.264 1.151 -1.306 -0.2 -0.1 0.0
H -0.955 -1.003 0.224 -0.3 -0.4 -0.5
H -0.007 2.478 -0.303 0.4 0.2 0.1
H -2.046 1.929 -1.389 0.0 0.1 0.1
H 0.476 -0.754 -1.993 0.0 -0.1 -0.5
C -0.650 -0.623 1.181 0.3 1.0 -0.3
H 1.159 -0.058 3.282 0.0 0.2 -0.1
H -1.642 1.318 1.269 -0.1 0.0 0.1
H 0.910 -1.225 -3.393 -0.3 -0.1 -0.2
C 0.701 -1.268 1.546 -0.2 -0.2 -0.3
C 1.662 -0.435 2.385 -0.7 -0.4 0.8
H 2.061 0.409 1.828 0.2 0.0 0.0
O 1.249 -0.902 -2.560 0.3 0.1 0.6
H 0.716 0.858 -0.639 0.3 0.1 0.1
H 2.460 -1.070 2.765 0.3 0.1 -0.2
H 1.255 -1.573 0.652 -0.3 0.1 -0.1
```
Positions in Å, forces in eV/Å.

Mulliken population analysis, charges in e, atoms 1 to 8:
1. O -0.4907
2. C -0.7608
3. H 0.3720
4. H 0.3871
5. H 0.3736
6. C -0.4740
7. C -0.0337
8. H 0.2927


# 2
# C17H12CuNO5S

C17H12CuNO5S as an isolated structure (ωB97M-V/def2-TZVPD, OMol25).

LUMO energy (alpha / beta), Ha: -0.1261 / -0.1357
⟨S²⟩: 0.76
Orbital gap (alpha / beta), hartree: 0.27861 / 0.30979
Relative energy (zero: lowest compared OMol25 entry of this formula, charge and spin), kcal/mol: 14.8
Highest occupied orbital energy (alpha / beta), eV: -11.0 / -12.1
Calculated total energy, eV: -85015.157
Spin multiplicity: 2
Total charge: +1
Maximum force, eV Å⁻¹: 4.5

XYZ file:
```
37
Properties=species:S:1:pos:R:3:forces:R:3
H 0.274 2.553 4.525 -0.2 0.2 -0.6
C -0.792 3.511 2.867 0.0 0.0 -0.1
C 1.195 -3.676 1.350 0.0 -0.2 0.2
H -1.074 -0.199 -0.251 0.1 0.2 -0.3
H 1.752 -4.574 1.037 -0.4 0.6 0.2
S 0.979 0.212 0.291 -1.3 0.3 -0.9
C -2.108 0.000 -3.241 -4.5 0.0 0.4
C -0.096 -2.069 -2.955 0.1 -3.1 0.2
N -0.268 0.192 -0.750 0.4 -0.9 -1.2
H 0.032 -4.699 2.870 0.1 0.3 -0.3
C 0.316 1.548 1.290 1.1 0.0 1.3
C 0.224 -3.750 2.363 -0.2 0.2 0.3
C -1.058 3.506 1.490 0.4 -0.2 0.1
H -0.654 2.440 -0.382 -0.1 0.2 0.6
H -1.277 -2.649 3.541 0.4 -0.2 -0.5
C 0.760 -1.317 1.204 0.4 -0.1 -0.3
O -0.104 3.258 -2.903 0.0 -2.8 -0.1
C 1.468 -2.449 0.760 -0.2 0.6 0.0
C 1.946 0.034 -3.243 3.8 0.1 0.4
C 0.068 2.566 3.445 0.1 0.0 0.1
C -0.109 -0.058 -5.093 0.0 -0.8 -0.7
C -0.243 -1.394 2.137 -0.5 -0.1 0.4
H 1.312 0.819 3.028 -0.1 0.3 0.2
H -0.816 -0.485 2.339 0.1 -0.4 0.3
O -0.185 -1.037 -5.766 0.1 1.9 0.5
C -0.513 -2.619 2.753 0.2 0.0 -0.1
C -0.111 2.116 -2.997 0.1 4.0 0.1
C -0.460 2.528 0.689 -0.5 -0.2 -0.2
H -1.250 4.274 3.495 0.1 -0.2 -0.1
H 2.161 -2.336 -0.073 0.1 -0.2 0.3
O -0.064 -3.205 -2.937 -0.1 1.9 0.0
C 0.661 1.597 2.640 -0.5 0.1 -0.1
Cu -0.067 0.015 -2.878 0.0 -0.3 0.8
H -0.005 1.064 -5.297 -0.1 -0.9 -1.0
O -3.256 -0.001 -3.182 3.3 0.0 -0.3
H -1.727 4.241 1.026 0.4 -0.3 0.3
O 3.089 0.043 -3.192 -2.8 -0.1 -0.2
```
Positions in Å, forces in eV/Å.

Mulliken population analysis, charges in e, atoms 1 to 8:
1. H 0.3864
2. C -0.4417
3. C -0.6812
4. H 0.1959
5. H 0.3891
6. S 0.1382
7. C 0.1623
8. C 0.4774


# 3
# C4H7N3O

One molecule with the formula C4H7N3O (ωB97M-V/def2-TZVPD, OMol25).

LUMO energy, Ha: -0.0016
Orbital gap, hartree: 0.29351
Relative energy (zero: lowest compared OMol25 entry of this formula, charge and spin), kcal/mol: 158.1
Highest occupied orbital energy, eV: -8.0
Calculated total energy, eV: -10772.889
SMILES string: CN/N=C(/C#N)OC
Spin multiplicity: 1
Total charge: 0
Maximum force, eV Å⁻¹: 12.7

XYZ file:
```
15
Properties=species:S:1:pos:R:3:forces:R:3
N 2.438 -1.364 2.023 -4.9 5.6 -9.6
H 0.143 -3.137 0.536 -0.2 2.4 2.4
H -0.756 2.910 -0.382 0.0 2.4 2.8
H -0.145 -2.010 2.096 1.7 1.5 5.7
C -0.494 2.568 -1.296 0.4 -1.8 -4.6
C -0.371 -2.250 1.196 -2.4 -2.7 -11.5
C 1.859 -0.768 0.982 5.2 -6.2 9.8
C 0.790 -0.389 0.163 0.0 2.4 -3.7
H -1.229 0.624 -0.840 3.5 1.2 -0.3
H 0.351 3.076 -1.957 -1.9 -0.9 1.8
N 0.969 0.668 -0.679 -3.3 -1.2 3.2
H -1.377 -2.540 0.908 -0.6 -0.1 1.5
H -1.488 2.500 -1.847 1.3 0.8 0.1
N -0.262 1.149 -1.070 -1.1 -2.3 -0.7
O -0.427 -1.039 0.164 2.2 -1.1 3.0
```
Positions in Å, forces in eV/Å.

Mulliken population analysis, charges in e, atoms 1 to 8:
1. N -0.4874
2. H 0.3109
3. H 0.3733
4. H 0.5118
5. C -0.7865
6. C -0.9329
7. C 0.3316
8. C 0.5207


# 4
# C2H5FO3

C2H5FO3 as an isolated structure (ωB97M-V/def2-TZVPD, OMol25).

LUMO energy, Ha: 0.0207
Orbital gap, hartree: 0.38742
Relative energy (zero: lowest compared OMol25 entry of this formula, charge and spin), kcal/mol: 31.5
Highest occupied orbital energy, eV: -10.0
Calculated total energy, eV: -11013.074
Spin multiplicity: 1
Total charge: 0
Maximum force, eV Å⁻¹: 7.3

XYZ file:
```
11
Properties=species:S:1:pos:R:3:forces:R:3
C -0.498 0.393 -0.040 3.9 0.0 -2.9
H -1.631 -0.132 1.456 1.0 -0.4 -1.2
C 1.302 -0.243 -0.635 -2.7 6.4 2.2
O -0.421 1.659 0.521 -0.4 -0.2 0.3
H 0.427 1.870 0.895 0.7 -0.2 0.3
O -1.139 0.593 -1.261 0.8 -1.5 0.1
F 2.128 0.165 0.429 -0.2 -0.5 0.0
H -1.844 1.182 -1.056 -1.1 0.9 -0.1
H 1.462 -1.230 -0.818 -0.1 -2.8 -0.6
H 1.539 0.531 -1.402 -0.5 -1.2 0.0
O -1.033 -0.529 0.756 -1.4 -0.5 1.9
```
Positions in Å, forces in eV/Å.

Mulliken population analysis, charges in e, atoms 1 to 8:
1. C 0.5572
2. H 0.3358
3. C -0.2827
4. O -0.5523
5. H 0.3361
6. O -0.4628
7. F -0.3002
8. H 0.2640


# 5
# C27H54N3O4

A 3-piece molecular cluster, C27H54N3O4 overall (ωB97M-V/def2-TZVPD, OMol25).

LUMO energy (alpha / beta), Ha: -0.1018 / -0.1069
⟨S²⟩: 2.01
Orbital gap (alpha / beta), hartree: 0.29426 / 0.31353
Highest occupied orbital energy (alpha / beta), eV: -10.8 / -11.4
Calculated total energy, eV: -41523.507
Spin multiplicity: 3
Total charge: +1
Maximum force, eV Å⁻¹: 4.4

XYZ file:
```
88
Properties=species:S:1:pos:R:3:forces:R:3
C -1.635 -6.218 0.595 -0.4 0.3 -0.3
H 2.864 -0.990 -4.673 -1.6 0.2 0.4
H 1.650 0.147 -3.928 -0.1 -1.4 -0.9
C 1.739 -0.851 -4.488 0.7 -0.5 -0.3
H -1.051 3.817 -0.662 0.3 -0.9 -1.4
H 4.045 3.267 3.184 -0.1 0.0 0.0
O 1.511 5.385 0.428 0.1 -1.8 1.2
H -1.051 -7.140 0.648 0.1 0.2 0.2
H 4.043 6.971 3.620 0.0 -0.1 0.0
H 4.536 2.534 1.678 -0.1 0.3 0.0
C 0.361 -4.846 1.252 -0.3 0.6 -0.4
O -1.740 -3.218 0.641 0.0 -0.4 1.8
C 1.225 3.965 3.770 0.3 -0.2 0.1
C 3.333 4.364 1.393 1.6 -1.4 0.1
H 0.826 -1.905 -6.282 0.2 1.5 0.6
H -1.171 -0.398 -5.480 1.0 0.4 -0.7
O -2.630 2.328 -4.700 3.0 -0.5 1.7
C -3.948 -5.270 0.819 0.4 -0.1 -0.4
H -1.496 -5.828 -0.423 0.0 0.1 0.1
H 2.881 2.362 2.201 0.0 0.2 0.0
C -0.239 -1.974 -3.070 0.4 -2.1 -0.9
C -2.016 2.823 -2.402 2.8 -0.2 1.0
C 3.874 4.130 -0.039 -0.6 0.4 -0.2
H 4.942 3.900 -0.014 -0.1 0.0 0.3
C 1.263 5.076 2.693 -1.2 -0.6 1.8
H -0.541 0.175 -7.116 0.2 -0.3 1.5
H -0.550 2.325 -6.102 0.1 -1.0 1.2
C -0.224 5.476 2.529 0.2 0.3 -0.7
H -3.255 -7.120 1.710 0.0 0.1 -0.1
O -0.480 1.623 -4.031 -1.8 1.4 -0.5
H -3.051 -4.306 3.993 0.0 -0.1 -0.1
C -3.442 -4.214 1.825 -1.8 0.1 1.4
H -0.353 6.347 1.881 0.1 -0.2 0.0
C -0.974 -5.881 3.002 -0.3 0.0 0.2
H -0.670 -5.162 3.768 -0.1 0.0 -0.1
H -1.889 -6.366 3.335 0.0 0.1 0.0
H -0.787 -1.586 -1.096 0.4 0.5 -0.3
C -3.800 -4.645 3.273 0.1 -0.2 0.3
H 0.120 3.075 -2.066 -1.5 0.7 0.7
H 1.662 6.559 4.230 -0.2 -0.2 -0.1
C 3.540 6.046 3.325 0.1 -0.1 0.1
C -3.109 -6.542 0.790 -0.1 -0.1 0.2
H 1.046 1.737 -5.447 -1.6 -0.1 0.2
C 1.281 -2.047 -3.546 -0.1 0.7 0.6
H -3.910 -5.726 3.377 0.1 0.1 0.0
H 3.768 5.011 -0.676 -0.2 -0.1 0.1
C 1.040 -0.833 -5.929 0.1 0.3 0.1
C 4.091 5.572 1.986 -0.3 0.4 0.0
H 2.207 3.693 4.151 0.0 0.0 -0.1
H 3.766 5.317 4.113 0.0 0.0 -0.1
H -4.748 -4.213 3.606 0.1 0.0 -0.3
H -5.326 -3.103 1.783 0.2 -0.3 0.1
C 2.041 6.289 3.241 0.3 0.2 -0.4
H 0.774 -4.103 1.939 -0.1 0.0 0.0
H 0.745 3.061 3.384 0.1 0.1 0.0
N -0.442 -1.024 -1.909 -0.8 -0.1 0.4
C -0.087 1.545 -5.427 1.8 -1.1 -1.5
H 1.922 -1.995 -2.591 -0.8 -0.3 -1.3
H 0.995 -5.735 1.302 -0.3 0.0 0.1
C -1.733 2.239 -3.856 -2.6 0.5 0.5
C 3.714 3.070 2.162 0.0 -0.2 0.3
C -0.277 0.058 -6.009 -0.1 0.7 -0.5
H 0.414 -0.509 -1.635 -0.6 -0.3 -0.3
N 1.849 4.539 1.427 0.1 3.7 -1.9
H -0.659 5.745 3.496 0.3 -0.2 0.0
H -3.071 2.832 -1.978 1.5 0.2 -1.2
H -3.452 -7.186 -0.026 0.0 0.0 0.1
H -0.987 -1.735 -3.886 1.1 0.0 1.0
H -4.193 -2.552 0.574 0.2 0.0 0.1
H 1.454 -3.081 -3.992 -0.2 1.5 0.4
H 0.454 -4.459 0.232 -0.1 0.0 0.1
H 5.152 5.329 2.098 -0.1 -0.2 -0.1
H -0.215 -6.667 2.975 0.0 0.2 -0.2
H 3.363 3.291 -0.522 0.0 0.1 0.1
H 1.806 -0.420 -6.678 -1.2 -0.5 1.1
H -3.942 -2.124 2.276 0.0 -0.1 0.0
H -3.952 -4.842 -0.192 0.1 0.1 0.1
H -0.813 4.652 2.118 0.1 0.0 0.0
H 4.046 6.414 1.284 -0.1 -0.2 -0.1
C -4.264 -2.920 1.599 0.7 0.2 -0.4
C -0.923 3.270 -1.646 -1.6 -0.9 -1.4
C -1.102 -5.197 1.620 1.5 -1.3 1.2
H -0.509 -3.022 -2.690 0.3 1.6 -0.4
H 1.865 7.162 2.599 -0.1 -0.2 -0.1
H -1.195 -0.345 -2.129 0.7 -0.1 0.2
H -4.988 -5.529 1.041 0.1 0.2 0.2
H 0.650 4.291 4.640 0.0 0.1 -0.2
N -1.968 -3.984 1.729 -0.1 0.7 -4.3
```
Positions in Å, forces in eV/Å.

Mulliken population analysis, charges in e, atoms 1 to 8:
1. C -1.1328
2. H 0.3448
3. H 0.0798
4. C -0.1966
5. H 0.2315
6. H 0.3179
7. O -0.5598
8. H 0.3941